No. 1
Formula: C23H30IN5O3Pt
Source: the OMol25 dataset
Level of theory: wB97M-V/def2-TZVPD

Geometry (Å):
1 Pt -0.141 -0.898 -0.293
2 C -4.269 0.483 -0.919
3 C -2.990 -0.055 -0.252
4 N -1.837 0.018 -1.197
5 C -1.516 1.456 -1.458
6 C -2.796 2.232 -1.811
7 N -3.861 1.230 -2.153
8 C -3.329 0.268 -3.170
9 C -2.252 -0.593 -2.487
10 H -4.803 1.174 -0.269
11 H -4.951 -0.306 -1.230
12 H -3.126 -1.092 0.044
13 H -2.732 0.517 0.636
14 H -0.786 1.478 -2.264
15 H -1.067 1.879 -0.564
16 H -2.657 2.879 -2.674
17 H -3.169 2.826 -0.978
18 H -4.671 1.716 -2.536
19 H -2.927 0.856 -3.993
20 H -4.161 -0.330 -3.536
21 H -1.376 -0.661 -3.125
22 H -2.622 -1.596 -2.278
23 N -0.509 1.138 2.016
24 C -0.348 0.378 1.162
25 N 2.755 0.065 -4.354
26 C 1.794 -0.403 -3.543
27 O 0.702 0.130 -3.420
28 C 2.198 -1.637 -2.753
29 I 0.501 -2.758 -2.156
30 H 2.577 0.899 -4.890
31 H 3.634 -0.406 -4.473
32 H 2.690 -1.353 -1.823
33 H 2.842 -2.314 -3.308
34 C 6.195 1.605 -1.022
35 O 5.308 0.839 -0.202
36 C 5.122 -0.465 -0.509
37 C 5.624 -1.104 -1.635
38 C 5.409 -2.467 -1.801
39 C 4.689 -3.194 -0.865
40 C 4.180 -2.560 0.260
41 C 4.392 -1.203 0.436
42 N 4.080 -0.498 1.629
43 C 3.342 -0.794 2.663
44 C 2.323 -1.771 2.827
45 C 2.136 -2.271 4.138
46 C 1.150 -3.178 4.415
47 C 0.279 -3.560 3.387
48 C 0.390 -3.033 2.121
49 C 1.407 -2.121 1.803
50 O 1.518 -1.552 0.616
51 H 6.253 2.585 -0.560
52 H 5.795 1.701 -2.032
53 H 7.185 1.149 -1.049
54 H 6.217 -0.557 -2.354
55 H 5.834 -2.967 -2.662
56 H 4.547 -4.258 -0.988
57 H 3.655 -3.131 1.011
58 H 4.658 0.332 1.725
59 H 3.566 -0.182 3.533
60 H 2.809 -1.943 4.921
61 H 1.034 -3.579 5.411
62 H -0.512 -4.268 3.597
63 H -0.315 -3.307 1.346

ΔE to the lowest compared entry with this formula, charge and spin in eV: 0.000
LUMO in eV: -5.6
Charge: +2
DFT total energy in eV: -49264.413
E_HOMO in eV: -13.2

***

No. 2
Formula: C23H30N2O3S2
Source: the OMol25 dataset
Level of theory: wB97M-V/def2-TZVPD

Geometry (Å):
1 C -0.074 2.137 5.934
2 C 0.965 2.381 4.878
3 C 2.170 2.988 5.198
4 C 3.146 3.207 4.241
5 C 2.919 2.820 2.933
6 C 1.719 2.226 2.587
7 C 0.744 2.000 3.549
8 N -0.466 1.418 3.157
9 S -0.503 0.130 2.081
10 O 0.678 -0.673 2.203
11 O -1.775 -0.496 2.309
12 C -0.515 0.880 0.458
13 C 0.428 0.406 -0.433
14 C 0.408 0.834 -1.756
15 C 1.281 0.270 -2.832
16 O 1.474 0.859 -3.879
17 N 1.795 -0.954 -2.571
18 C 2.403 -1.755 -3.604
19 C 1.376 -2.627 -4.324
20 S 0.591 -3.887 -3.249
21 C -1.037 -3.228 -2.651
22 C -1.643 -2.143 -3.522
23 C -3.046 -1.813 -3.012
24 C -2.996 -1.359 -1.555
25 C -2.355 -2.430 -0.678
26 C -0.961 -2.776 -1.198
27 C -0.537 1.789 -2.129
28 C -1.461 2.267 -1.221
29 C -1.489 1.799 0.091
30 C -2.518 2.260 1.066
31 H -0.333 1.078 5.984
32 H 0.301 2.441 6.908
33 H -0.983 2.704 5.727
34 H 2.350 3.286 6.221
35 H 4.078 3.675 4.518
36 H 3.671 2.984 2.176
37 H 1.531 1.926 1.568
38 H -1.139 1.286 3.896
39 H 1.167 -0.280 -0.047
40 H 1.516 -1.453 -1.741
41 H 3.177 -2.382 -3.155
42 H 2.854 -1.071 -4.328
43 H 1.873 -3.208 -5.101
44 H 0.600 -2.017 -4.778
45 H -1.663 -4.125 -2.708
46 H -1.033 -1.237 -3.477
47 H -1.699 -2.477 -4.562
48 H -3.679 -2.699 -3.096
49 H -3.481 -1.028 -3.633
50 H -2.416 -0.436 -1.484
51 H -4.005 -1.145 -1.199
52 H -2.978 -3.327 -0.682
53 H -2.279 -2.071 0.351
54 H -0.337 -1.885 -1.117
55 H -0.514 -3.562 -0.587
56 H -0.535 2.131 -3.154
57 H -2.192 2.998 -1.536
58 H -2.913 1.405 1.611
59 H -3.328 2.776 0.556
60 H -2.069 2.940 1.789

SMILES: Cc1ccccc1NS(=O)(=O)c1cc(C(=O)NCCSC2CCCCC2)ccc1C
ΔE to the lowest compared entry with this formula, charge and spin in eV: 0.113
LUMO in eV: 0.2
DFT total energy in eV: -55132.389
E_HOMO in eV: -8.5

***

No. 3
Formula: C23H30N6O4
Source: the OMol25 dataset
Level of theory: wB97M-V/def2-TZVPD

Geometry (Å):
1 O 1.651 -0.238 -2.352
2 C 1.801 -1.307 -1.763
3 C 1.917 -2.644 -2.462
4 C 0.644 -3.480 -2.278
5 C -0.518 -2.976 -3.134
6 C -1.821 -3.712 -2.809
7 C -2.532 -3.122 -1.587
8 C -3.385 -1.895 -1.938
9 C -3.282 -0.789 -0.874
10 C -1.907 -0.181 -0.978
11 O -0.917 -0.621 -0.431
12 N -1.817 0.838 -1.878
13 N -0.594 1.473 -2.092
14 C -0.058 2.164 -1.009
15 O -0.728 2.504 -0.054
16 N 1.272 2.418 -1.182
17 C 2.131 3.147 -0.349
18 C 1.679 3.917 0.717
19 C 2.589 4.607 1.498
20 C 3.945 4.542 1.229
21 C 4.394 3.778 0.165
22 C 3.496 3.082 -0.620
23 N 1.946 -1.382 -0.434
24 N 1.683 -0.300 0.412
25 C 0.961 -0.630 1.561
26 O 1.024 -1.754 2.013
27 N 0.323 0.442 2.100
28 C -0.433 0.480 3.274
29 C -1.270 1.578 3.464
30 C -2.024 1.687 4.615
31 C -1.954 0.706 5.591
32 C -1.125 -0.387 5.401
33 C -0.363 -0.507 4.252
34 H 2.772 -3.181 -2.048
35 H 2.094 -2.466 -3.524
36 H 0.860 -4.516 -2.550
37 H 0.351 -3.468 -1.226
38 H -0.651 -1.906 -2.967
39 H -0.266 -3.116 -4.188
40 H -2.495 -3.674 -3.667
41 H -1.591 -4.764 -2.625
42 H -3.165 -3.883 -1.128
43 H -1.782 -2.838 -0.849
44 H -4.432 -2.187 -2.043
45 H -3.064 -1.482 -2.897
46 H -3.408 -1.216 0.120
47 H -4.048 -0.031 -1.039
48 H -2.635 1.356 -2.168
49 H 0.077 0.876 -2.580
50 H 1.726 1.935 -1.950
51 H 0.625 3.977 0.929
52 H 2.230 5.202 2.325
53 H 4.648 5.084 1.843
54 H 5.450 3.721 -0.055
55 H 3.845 2.481 -1.448
56 H 1.889 -2.257 0.081
57 H 1.389 0.508 -0.122
58 H 0.187 1.253 1.508
59 H -1.329 2.336 2.695
60 H -2.670 2.542 4.753
61 H -2.543 0.792 6.491
62 H -1.067 -1.157 6.156
63 H 0.276 -1.360 4.104

SMILES: O=C(CCCCCCCC(=O)NNC(=O)Nc1ccccc1)NNC(=O)Nc1ccccc1
ΔE to the lowest compared entry with this formula, charge and spin in eV: 0.722
LUMO in eV: 0.7
DFT total energy in eV: -41470.739
E_HOMO in eV: -8.0

***

No. 4
Formula: C23H31Cl2LaN4O3
Source: the OMol25 dataset
Level of theory: wB97M-V/def2-TZVPD

Geometry (Å):
1 O -2.185 3.325 -1.985
2 C -1.996 4.506 -1.772
3 C -1.325 5.465 -2.711
4 C -0.736 4.956 -3.877
5 H -0.770 3.882 -4.061
6 C -0.121 5.819 -4.784
7 H 0.331 5.403 -5.687
8 C -0.088 7.199 -4.534
9 H 0.400 7.869 -5.244
10 C -0.684 7.713 -3.370
11 H -0.663 8.789 -3.177
12 C -1.301 6.847 -2.465
13 H -1.774 7.222 -1.557
14 H -2.348 4.981 -0.825
15 C 2.539 1.788 1.565
16 C 2.175 0.472 2.099
17 H 3.347 2.296 2.113
18 H 1.656 2.454 1.558
19 H 2.839 1.715 0.504
20 C 2.367 -0.254 3.168
21 C 3.403 -0.078 4.261
22 H 1.737 -1.123 3.389
23 H 3.957 0.864 4.157
24 H 4.131 -0.898 4.283
25 H 2.931 -0.103 5.249
26 La 0.495 -0.776 0.231
27 Cl 2.222 -0.713 -1.798
28 Cl -0.813 1.462 -0.081
29 H -1.743 -0.191 -4.123
30 H -0.492 -2.013 -5.299
31 C -1.148 -0.335 -3.212
32 C 0.130 -2.120 -4.401
33 N -0.622 -1.702 -3.223
34 H -1.763 -0.172 -2.323
35 C -0.781 -2.526 -2.196
36 O -1.097 -2.130 -1.025
37 H 0.414 -3.169 -4.268
38 H -0.579 -3.592 -2.409
39 H -0.323 0.390 -3.209
40 H 1.036 -1.510 -4.526
41 H -3.177 -2.767 4.312
42 H -5.118 -1.832 2.850
43 C -2.667 -1.807 4.183
44 C -4.519 -0.913 2.755
45 N -3.094 -1.212 2.925
46 H -1.584 -1.944 4.172
47 C -2.218 -0.897 1.993
48 O -0.972 -1.120 2.108
49 H -4.626 -0.480 1.753
50 H -2.603 -0.414 1.089
51 H -2.963 -1.150 5.007
52 H -4.856 -0.199 3.522
53 N 3.222 -7.661 -0.136
54 C 2.917 -6.633 0.345
55 C 2.470 -5.411 0.980
56 C 2.841 -5.148 2.307
57 C 2.139 -4.180 3.010
58 C 1.223 -3.384 2.293
59 N 1.163 -3.406 0.944
60 C 1.689 -4.471 0.300
61 H 3.647 -5.738 2.747
62 H 2.281 -4.013 4.089
63 H 0.535 -2.681 2.790
64 H 1.508 -4.550 -0.774

ΔE to the lowest compared entry with this formula, charge and spin in eV: 0.000
LUMO in eV: -0.5
DFT total energy in eV: -62363.131
E_HOMO in eV: -5.5

***

no.,orbital gap (eV)
1,7.59
2,8.80
3,8.77
4,4.99